An isolated ion of composition C4H9O2 and charge +1 in a non-equilibrium geometry. Source: the OMol25 dataset; level of theory: ωB97M-V/def2-TZVPD.

Last column: natural (NBO) charge in e.
Geometry (Å):
1 C -0.914 -0.304 0.070  0.893
2 C -2.405 -0.573 -0.110  -0.665
3 C 0.556 1.767 -0.022  -0.264
4 C 1.687 -1.121 -0.040  -0.139
5 O -0.680 0.934 0.061  -0.452
6 O -0.053 -1.232 0.067  -0.484
7 H -2.900 -0.308 0.805  0.272
8 H -2.611 -0.109 -0.969  0.251
9 H -2.531 -1.704 -0.149  0.257
10 H 1.337 1.118 0.398  0.190
11 H 0.237 2.678 0.631  0.248
12 H 0.816 2.270 -0.904  0.236
13 H 2.071 -0.620 0.956  0.240
14 H 1.873 -2.080 -0.318  0.227
15 H 1.828 -0.510 -0.834  0.190

Properties
- relative energy (zero: lowest compared OMol25 entry of this formula, charge and spin) (kJ/mol) = 167.7
- highest occupied orbital energy (eV) = -16.88
- E (eV) = -8379.14468
- largest force on an atom (eV Å⁻¹) = 6.556
- net charge = +1

***

An isolated ion of composition C4H9O2 and charge +1 in a non-equilibrium geometry. Source: the OMol25 dataset; level of theory: ωB97M-V/def2-TZVPD.

Last column: natural (NBO) charge in e.
Geometry (Å):
1 C -0.602 0.309 0.653  0.951
2 C -1.270 1.092 1.589  -0.795
3 C 1.051 0.978 -1.375  -0.262
4 C 0.181 -1.973 0.169  -0.283
5 O 0.285 1.343 -0.301  -0.484
6 O -0.641 -0.953 0.564  -0.387
7 H -1.401 0.492 2.615  0.309
8 H -0.875 2.092 1.647  0.316
9 H -2.311 1.220 1.320  0.329
10 H 1.950 0.440 -0.952  0.180
11 H 1.284 1.855 -1.904  0.234
12 H 0.605 0.323 -2.094  0.188
13 H -0.528 -2.829 -0.037  0.244
14 H 0.910 -1.904 -0.610  0.230
15 H 0.727 -2.333 0.980  0.229

Properties
- relative energy (zero: lowest compared OMol25 entry of this formula, charge and spin) (kJ/mol) = 265.5
- highest occupied orbital energy (eV) = -15.50
- E (eV) = -8378.13117
- largest force on an atom (eV Å⁻¹) = 7.400
- net charge = +1

***

A 2-piece molecular cluster, C4H9O2S overall in a non-equilibrium geometry. Source: the OMol25 dataset; level of theory: ωB97M-V/def2-TZVPD.

Last column: natural (NBO) charge in e.
Geometry (Å):
1 C -2.280 0.376 -1.421  -0.774
2 C -1.389 1.543 -0.759  0.772
3 O -1.333 1.686 0.442  -0.786
4 O -0.735 2.178 -1.605  -0.803
5 H -3.381 0.721 -1.214  0.203
6 H -2.361 -0.525 -0.810  0.182
7 H -1.816 0.139 -2.334  0.212
8 C 1.850 -1.674 -0.090  -0.767
9 C 1.187 0.333 1.926  -0.759
10 S 2.524 -0.691 1.281  0.137
11 H 2.305 -2.724 -0.050  0.214
12 H 0.783 -1.471 -0.272  0.253
13 H 2.334 -1.467 -1.067  0.212
14 H 1.224 0.856 2.807  0.226
15 H 0.180 -0.340 1.985  0.216
16 H 0.908 1.059 1.182  0.262

Properties
- relative energy (zero: lowest compared OMol25 entry of this formula, charge and spin) (kJ/mol) = 193.4
- highest occupied orbital energy (eV) = -3.95
- E (eV) = -19224.14469
- largest force on an atom (eV Å⁻¹) = 5.917
- net charge = -1

***

A 2-piece molecular cluster, C4H9O3 overall. Source: the OMol25 dataset; level of theory: ωB97M-V/def2-TZVPD.

Last column: natural (NBO) charge in e.
Geometry (Å):
1 C 1.089 -0.855 -1.433  -0.053
2 C 1.800 0.317 -2.081  -0.627
3 O -0.283 -0.860 -1.754  -0.788
4 H 1.534 -1.813 -1.757  0.125
5 H 1.214 -0.800 -0.346  0.169
6 H 2.883 0.263 -1.891  0.177
7 H -0.766 -0.635 -0.905  0.518
8 H 1.429 1.250 -1.667  0.229
9 H 1.642 0.309 -3.159  0.186
10 C -0.510 0.023 2.777  -0.728
11 C -0.649 0.417 1.301  0.767
12 O 0.012 1.391 0.897  -0.764
13 O -1.406 -0.334 0.619  -0.809
14 H 0.300 -0.709 2.851  0.202
15 H -1.416 -0.458 3.133  0.200
16 H -0.220 0.862 3.406  0.196

Properties
- relative energy (zero: lowest compared OMol25 entry of this formula, charge and spin) (kJ/mol) = 15.5
- highest occupied orbital energy (eV) = -4.56
- E (eV) = -10438.30517
- largest force on an atom (eV Å⁻¹) = 0.449
- net charge = -1

***

A 2-piece molecular cluster, C4H9O3 overall in a non-equilibrium geometry. Source: the OMol25 dataset; level of theory: ωB97M-V/def2-TZVPD.

Last column: natural (NBO) charge in e.
Geometry (Å):
1 C -0.689 -3.000 -1.486  -0.744
2 C -0.410 -1.588 -0.900  0.772
3 O 0.096 -0.712 -1.643  -0.804
4 O -0.836 -1.433 0.272  -0.792
5 H -0.443 -3.665 -0.645  0.211
6 H -0.169 -3.098 -2.431  0.197
7 H -1.744 -3.107 -1.763  0.200
8 C -0.009 1.526 0.896  -0.063
9 C 1.112 2.361 1.593  -0.645
10 O -0.008 1.878 -0.486  -0.794
11 H 0.226 0.478 1.086  0.211
12 H -1.015 1.839 1.214  0.142
13 H 0.845 3.380 1.851  0.185
14 H -0.080 1.060 -1.011  0.518
15 H 1.912 2.191 0.867  0.221
16 H 1.213 1.890 2.586  0.185

Properties
- relative energy (zero: lowest compared OMol25 entry of this formula, charge and spin) (kJ/mol) = 66.1
- highest occupied orbital energy (eV) = -4.37
- E (eV) = -10437.78075
- largest force on an atom (eV Å⁻¹) = 2.117
- net charge = -1

***

A 2-piece molecular cluster, C4H9O3 overall in a non-equilibrium geometry. Source: the OMol25 dataset; level of theory: ωB97M-V/def2-TZVPD.

Last column: natural (NBO) charge in e.
Geometry (Å):
1 C -0.719 2.148 1.357  -0.247
2 O -1.523 0.989 1.190  -0.790
3 H -1.425 0.658 0.260  0.519
4 H -1.380 2.913 1.751  0.153
5 H -0.341 2.500 0.404  0.162
6 H 0.158 1.901 1.961  0.147
7 C 0.859 -0.785 -1.152  -0.505
8 C 1.035 -1.398 0.259  -0.599
9 C -0.603 -0.976 -1.579  0.771
10 O -0.894 -2.024 -2.175  -0.750
11 O -1.368 -0.021 -1.263  -0.816
12 H 1.226 0.243 -1.136  0.185
13 H 1.612 -1.340 -1.721  0.186
14 H 2.044 -1.217 0.652  0.174
15 H 1.034 -2.484 0.189  0.195
16 H 0.285 -1.107 1.002  0.217

Properties
- relative energy (zero: lowest compared OMol25 entry of this formula, charge and spin) (kJ/mol) = 58.6
- highest occupied orbital energy (eV) = -4.46
- E (eV) = -10437.85828
- largest force on an atom (eV Å⁻¹) = 1.683
- net charge = -1

***

C4H9O6P as an isolated structure in a non-equilibrium geometry. Source: the OMol25 dataset; level of theory: ωB97M-V/def2-TZVPD.

Last column: natural (NBO) charge in e.
Geometry (Å):
1 C -0.315 0.654 -1.979  -0.655
2 C -1.168 0.021 -0.820  -0.408
3 C -0.909 0.918 0.389  -0.012
4 C -1.623 0.209 1.686  0.751
5 O 3.415 -0.145 1.077  -1.139
6 O 2.785 -1.377 -1.048  -1.165
7 O 3.400 -2.761 0.999  -1.148
8 O -1.353 2.194 0.264  -0.774
9 O -1.352 -1.004 2.080  -0.784
10 O -2.523 0.913 2.168  -0.787
11 P 3.024 -1.412 0.421  2.394
12 H 0.791 0.619 -1.894  0.236
13 H -0.481 1.742 -1.861  0.213
14 H -0.452 0.093 -2.895  0.189
15 H -0.782 -0.937 -0.619  0.222
16 H -2.289 0.081 -1.035  0.178
17 H 0.255 0.865 0.515  0.177
18 H -2.076 2.291 0.987  0.499
19 H 1.261 -1.600 0.742  -0.173
20 H 0.393 -1.366 0.824  0.186

Properties
- relative energy (zero: lowest compared OMol25 entry of this formula, charge and spin) (kJ/mol) = 96.5
- highest occupied orbital energy (eV) = -2.05
- E (eV) = -25869.00787
- largest force on an atom (eV Å⁻¹) = 4.519
- net charge = -2

***

C4H9O7PS as an isolated structure in a non-equilibrium geometry. Source: the OMol25 dataset; level of theory: ωB97M-V/def2-TZVPD.

Last column: natural (NBO) charge in e.
Geometry (Å):
1 C 2.075 1.353 -0.215  -0.608
2 C 0.602 -2.999 0.276  -0.914
3 C 0.582 1.369 -0.438  -0.014
4 C -0.236 0.998 0.722  -0.301
5 O -2.790 0.992 1.615  -1.195
6 O -2.103 -0.399 -0.441  -1.016
7 O -2.229 2.162 -0.556  -1.184
8 O -0.485 -1.514 -1.585  -1.024
9 O -1.852 -2.611 0.270  -1.021
10 O 0.222 2.730 -0.834  -0.776
11 O -0.139 -0.702 0.979  -0.768
12 P -1.995 0.977 0.307  2.374
13 S -0.897 -1.592 -0.177  2.385
14 H 2.473 0.359 -0.209  0.211
15 H 2.289 1.970 0.718  0.183
16 H 2.680 1.750 -1.069  0.192
17 H 0.167 -3.719 -0.451  0.190
18 H 1.483 -2.460 -0.202  0.174
19 H 0.653 -3.368 1.302  0.176
20 H 0.293 0.537 -1.134  0.219
21 H -0.039 1.464 1.699  0.213
22 H -0.755 2.703 -0.578  0.503

Properties
- highest occupied orbital energy (eV) = -0.57
- E (eV) = -38749.79331
- largest force on an atom (eV Å⁻¹) = 4.750
- net charge = -2